Molecular formula: C6H9NO
Method: DFT, ωB97M-V/def2-TZVPD

XYZ file:
```
17
C6H9NO (ωB97M-V/def2-TZVPD)
C -2.12754 -0.20181 0.61629
C -1.63868 0.05041 -0.78821
O -2.23622 -0.34964 -1.76234
C -0.21533 0.56259 -0.94901
C -0.04875 1.56989 -0.11381
N 0.45628 2.22166 0.77473
H -1.34941 -0.60808 1.25454
H -2.98360 -0.87914 0.62364
H -2.48455 0.72054 1.07543
H 0.08470 0.67870 -1.98539
H 0.11434 3.10826 1.12797
C 1.48710 -1.31705 0.30287
C 2.61478 -0.94377 -0.31376
H 0.96648 -0.68279 1.00612
H 1.25452 -2.35578 0.43729
H 3.23320 -1.66224 -0.82048
H 2.87268 0.08825 -0.48588
```

Values from the calculation:
lowest unoccupied orbital energy = 0.711 eV
SMILES = CC(=O)C=C=N.C=C
relative energy (zero: lowest compared OMol25 entry of this formula, charge and spin) = 72.9 kcal/mol
HOMO = -8.990 eV



Molecular formula: CH4ClO3P
Method: DFT, ωB97M-V/def2-TZVPD

XYZ file:
```
10
CH4ClO3P (ωB97M-V/def2-TZVPD)
C -0.14822 1.57062 0.67649
O 0.27230 0.60048 -0.29546
P -0.52339 -1.03659 -0.37672
O 0.37867 -1.86679 0.68304
O 0.45250 -1.56606 -1.65368
Cl 0.31210 -0.78571 -3.12126
H 0.65258 2.29692 0.75817
H -0.30417 1.02183 1.72492
H -1.01935 2.20181 0.29386
H -0.07302 -2.43651 1.31064
```

Values from the calculation:
lowest unoccupied orbital energy = 0.272 eV
SMILES = COP(O)OCl
relative energy (zero: lowest compared OMol25 entry of this formula, charge and spin) = 23.3 kcal/mol
HOMO = -9.756 eV



Molecular formula: C15H54O12
Method: DFT, ωB97M-V/def2-TZVPD

XYZ file:
```
81
C15H54O12 (ωB97M-V/def2-TZVPD)
C -8.86319 -2.35193 20.66452
C -7.46129 -1.81555 20.38932
C -6.97735 -2.20311 19.01836
O -7.41476 -0.36899 20.52092
H -9.22209 -1.89748 21.58684
H -8.91387 -3.44738 20.65237
H -9.53471 -1.86642 19.95292
H -6.81686 -2.20404 21.18776
H -7.63817 -1.94907 18.18768
H -6.87166 -3.29372 19.00748
H -6.06252 -1.65453 18.78607
H -7.87682 -0.01679 19.72836
C -6.66773 -2.83760 11.38896
C -7.67479 -3.09330 12.46120
C -7.76939 -2.01915 13.54492
O -9.00243 -3.18920 11.87648
H -6.91786 -1.91432 10.86790
H -6.62721 -3.62579 10.63124
H -5.64887 -2.71165 11.75667
H -7.39730 -4.01143 12.98716
H -8.58614 -2.33669 14.20884
H -8.11327 -1.10207 13.07854
H -6.84630 -1.88766 14.09354
H -9.27084 -4.09035 11.68959
C -4.66474 -0.41635 15.04462
C -4.39435 1.01752 15.53919
C -3.33609 1.06636 16.60093
O -4.03149 1.73980 14.33783
H -5.05889 -1.01739 15.86598
H -3.75808 -0.89780 14.68567
H -5.44522 -0.36184 14.28381
H -5.34666 1.40177 15.90163
H -3.12705 2.12206 16.80587
H -2.41797 0.53348 16.32713
H -3.74264 0.74354 17.55823
H -3.97000 2.69498 14.38848
C -8.04928 0.30582 16.15108
C -8.12299 1.41883 17.19503
C -8.96178 2.56670 16.71215
O -8.67617 0.87803 18.42273
H -7.57540 -0.55173 16.61489
H -7.48503 0.65186 15.27616
H -9.05957 0.05320 15.81485
H -7.09589 1.79916 17.29143
H -9.85277 2.13756 16.24973
H -8.36630 2.99736 15.91093
H -9.28203 3.19143 17.54688
H -8.95937 1.62209 19.02030
C -8.68596 2.64058 21.53998
O -9.07231 2.97236 20.16617
H -9.35439 3.03292 22.31283
H -8.71336 1.55838 21.50619
H -7.67512 2.98794 21.77498
H -9.06849 3.90444 19.93535
C -5.34069 3.61666 18.95529
O -4.63291 3.37829 20.15826
H -4.93194 4.56978 18.63003
H -5.16816 2.78389 18.25737
H -6.42238 3.77051 19.03782
H -4.91452 2.48809 20.39957
C -9.02142 6.54301 15.25199
O -10.38507 6.08849 15.30063
H -8.90422 7.47415 15.81278
H -8.29361 5.78173 15.53153
H -8.84512 6.73864 14.19531
H -10.51986 5.91190 16.24135
O -10.73656 5.27410 17.95061
H -11.07494 5.76090 18.71735
H -11.45137 4.68186 17.65733
O -7.93920 6.43250 18.56242
H -8.63873 6.01732 18.03439
H -8.25875 6.39380 19.47228
O -10.94486 -0.65182 17.89119
H -11.41673 -0.08277 17.26294
H -10.19313 -0.09650 18.18437
O -12.51385 1.34964 15.41598
H -11.92732 1.04349 14.69446
H -13.33676 0.86810 15.28819
O -10.69333 0.66820 13.41652
H -10.16148 1.39933 13.07693
H -10.63395 -0.05816 12.78050
```

Values from the calculation:
lowest unoccupied orbital energy = -0.192 eV
SMILES = CC(C)O.CC(C)O.CC(C)O.CC(C)O.CO.CO.CO.O.O.O.O.O
relative energy (zero: lowest compared OMol25 entry of this formula, charge and spin) = 44.9 kcal/mol
HOMO = -9.748 eV



Molecular formula: C30H29N5O4PdS
Method: DFT, ωB97M-V/def2-TZVPD

XYZ file:
```
70
C30H29N5O4PdS (ωB97M-V/def2-TZVPD)
Pd 0.56395 -0.62190 0.96911
C 4.54273 0.03311 2.34858
C 3.06818 -0.17790 2.16187
N 2.53529 -0.26343 0.98035
N 3.13530 -0.27215 -0.19665
C 2.28312 -0.51217 -1.19174
O 1.04180 -0.81330 -1.05613
C 2.83508 -0.41798 -2.55741
C 4.19076 -0.61883 -2.80845
C 4.69145 -0.46857 -4.08996
C 3.84729 -0.10545 -5.13115
C 2.49586 0.09270 -4.88603
C 1.98819 -0.07479 -3.60958
C 2.13905 -0.32515 3.25302
C 2.52657 -0.27692 4.59941
C 1.58831 -0.40684 5.59541
C 0.24555 -0.55849 5.25309
C -0.08403 -0.61699 3.91638
N 0.81873 -0.53464 2.94542
H 5.00491 0.12394 1.36883
H 4.99376 -0.81105 2.87645
H 4.74016 0.94070 2.92165
H 4.84217 -0.89784 -1.99199
H 5.74604 -0.62342 -4.27900
H 4.24379 0.03160 -6.12921
H 1.84149 0.39704 -5.69295
H 0.94143 0.10658 -3.40393
H 3.57140 -0.13205 4.83653
H 1.88130 -0.39448 6.63687
H -0.52206 -0.63386 6.00858
H -1.10865 -0.73556 3.59340
C -2.01802 -1.92393 -2.37625
N -3.16938 -1.49516 -1.53847
C -3.97564 -0.46217 -2.23026
C -2.70679 -1.03309 -0.18165
C -2.09722 -2.18677 0.57174
C -2.92265 -3.29981 0.76023
C -2.45407 -4.43810 1.38745
C -1.15090 -4.45604 1.85424
C -0.34768 -3.33420 1.72008
C -0.78107 -2.16829 1.07678
H -2.37596 -2.19406 -3.36801
H -1.52448 -2.77241 -1.91056
H -1.30874 -1.10192 -2.44181
H -3.75620 -2.31201 -1.37434
H -3.32468 0.37566 -2.46346
H -4.78538 -0.13151 -1.58263
H -4.38446 -0.87409 -3.15122
H -3.58686 -0.65925 0.34530
H -1.99220 -0.22362 -0.31715
H -3.95846 -3.27397 0.42239
H -3.09952 -5.29763 1.51636
H -0.76368 -5.34578 2.33656
H 0.65888 -3.37051 2.12318
O 1.17827 3.02676 -1.86780
S -0.08068 2.49373 -1.44265
O -0.79068 1.70620 -2.44281
N 0.00052 1.65927 -0.05537
C -0.90508 2.12236 0.83673
O -1.23530 1.53864 1.87240
C -1.55195 3.40862 0.41510
C -2.42107 4.19340 1.15165
C -2.91700 5.35138 0.56428
C -2.55986 5.70073 -0.73392
C -1.69146 4.90445 -1.47333
C -1.19775 3.76794 -0.87031
H -2.68718 3.90004 2.15855
H -3.58833 5.99106 1.12287
H -2.95360 6.60782 -1.17378
H -1.40261 5.17435 -2.48093
```

Values from the calculation:
lowest unoccupied orbital energy = -0.175 eV
relative energy (zero: lowest compared OMol25 entry of this formula, charge and spin) = 15.7 kcal/mol
HOMO = -7.339 eV



Molecular formula: C2H4N4
Method: DFT, ωB97M-V/def2-TZVPD

XYZ file:
```
10
C2H4N4 (ωB97M-V/def2-TZVPD)
N -1.32355 1.05488 -0.56363
C -0.34236 0.27709 0.00703
C 0.65038 -0.49218 -0.67942
N 1.45966 -0.99382 0.19016
N 0.94497 -0.68289 1.43793
N -0.19728 0.10218 1.29787
H -1.09658 1.48201 -1.45065
H -1.73356 1.70967 0.08579
H 0.77957 -0.71449 -1.72289
H 0.84091 -1.72843 1.43066
```

Values from the calculation:
lowest unoccupied orbital energy = 0.906 eV
SMILES = Nc1cn[nH]n1
relative energy (zero: lowest compared OMol25 entry of this formula, charge and spin) = 48.4 kcal/mol
HOMO = -9.417 eV



Molecular formula: C12H15Co2F9N3O15
Method: DFT, ωB97M-V/def2-TZVPD

XYZ file:
```
56
C12H15Co2F9N3O15 (ωB97M-V/def2-TZVPD)
Co -1.18343 1.63855 0.04414
Co 3.39010 0.87908 -0.58262
N 1.50280 2.54586 1.31796
O 1.75585 3.72607 1.39165
O 0.31015 2.12937 1.36993
O 2.42807 1.71477 1.07887
N 1.28434 2.95284 -1.77737
O 1.51639 4.12825 -1.91783
O 0.13077 2.51519 -1.54578
O 2.24041 2.10215 -1.79226
N 0.76538 -0.99553 -0.37845
O 1.84566 -0.44637 -0.69967
O -0.18736 -0.21561 -0.08887
O 0.62756 -2.19984 -0.28773
C -3.05725 3.99550 -3.05661
C -3.96403 2.99680 -2.36464
O -3.75041 1.68286 -2.95342
C -3.04198 0.80798 -2.32804
O -2.58408 0.92003 -1.21003
C -3.00492 -0.56676 -3.04252
F -1.73076 -0.92510 -3.14729
F -3.63879 -1.47731 -2.29772
F -3.61437 -0.51550 -4.20928
H -3.18689 3.84972 -4.13118
H -1.99537 3.77489 -2.92079
H -3.25147 5.02205 -2.76150
H -5.01600 3.19711 -2.55227
H -3.85049 2.98738 -1.28069
C 3.95493 -3.78861 0.05449
C 3.92741 -2.85212 1.25452
O 5.21298 -2.18141 1.42804
C 5.42808 -1.06027 0.86084
O 4.64392 -0.50199 0.10454
C 6.87652 -0.51335 1.03278
F 6.82529 0.61182 1.72791
F 7.67191 -1.40350 1.57677
F 7.34039 -0.23456 -0.18821
H 2.94843 -4.12310 -0.17676
H 4.60828 -4.62997 0.27624
H 4.35422 -3.18023 -0.75773
H 3.71079 -3.32416 2.20764
H 3.16996 -2.09041 1.06598
C -2.67624 -3.42738 1.48805
C -2.39714 -1.94671 1.36533
O -3.05021 -1.21305 2.43706
C -3.00171 0.07628 2.44213
O -2.48905 0.75560 1.58441
C -3.70256 0.73581 3.66121
F -4.17075 -0.21627 4.46743
F -2.86646 1.52596 4.31841
F -4.72995 1.46958 3.22401
H -3.73286 -3.67322 1.59318
H -2.22993 -3.76455 2.42736
H -2.22930 -3.97076 0.66117
H -2.79085 -1.55282 0.42870
H -1.34600 -1.75103 1.55851
```

Values from the calculation:
total charge = +1
lowest unoccupied orbital energy (alpha / beta) = -3.219 / -4.619 eV
2S+1 = 7
HOMO (alpha / beta) = -13.188 / -13.115 eV



Molecular formula: C35H37FFeP2
Method: DFT, ωB97M-V/def2-TZVPD

XYZ file:
```
76
C35H37FFeP2 (ωB97M-V/def2-TZVPD)
Fe 0.56125 -0.26988 5.26576
C -2.25701 -0.05911 7.10096
C -2.31907 -0.38000 5.79610
C -2.64425 0.55078 4.65095
C -1.44571 1.36415 4.02925
C -0.43475 2.04494 4.95582
C -0.64160 2.33780 6.26972
C -1.99360 2.52950 6.87620
C -2.48038 1.28765 7.73145
C 2.59172 -0.05544 5.23646
H -2.03833 -0.84000 7.83686
H -2.37005 -1.45793 5.56475
H -3.46535 1.22588 4.96318
H -3.06450 -0.11165 3.85957
H -0.92579 0.69467 3.30480
H -1.89364 2.16538 3.40798
H 0.44572 2.47493 4.42997
H 0.21234 2.41025 6.96910
H -2.74133 2.71211 6.07360
H -1.97362 3.40468 7.56886
H -1.97018 1.31324 8.71557
H -3.56597 1.37591 7.97380
H 3.05453 -0.39775 6.18788
H 2.59624 1.06555 5.24761
H 3.12002 -0.50134 4.36659
P 0.06082 -2.20868 -2.83127
P 1.97746 0.39754 -3.08485
C -0.55542 -0.64778 -3.45837
C 0.28729 0.40415 -3.67329
C -0.76436 -3.40524 -3.98304
C -1.94206 -3.14008 -4.70302
C -2.51492 -4.13342 -5.51581
C -1.92312 -5.39687 -5.63644
C -0.71456 -5.63876 -4.96505
C -0.12607 -4.65055 -4.17500
C -0.90029 -2.36050 -1.26001
C -0.54265 -1.49117 -0.20360
C -1.27976 -1.51348 0.98128
C -2.36754 -2.38960 1.11135
C -2.69450 -3.27039 0.07563
C -1.97417 -3.24670 -1.11681
C 2.69308 1.09600 -4.65605
C 2.64707 0.29866 -5.81663
C 3.00507 0.84870 -7.04732
C 3.44010 2.17855 -7.14082
C 3.54510 2.93872 -5.97292
C 3.17672 2.40656 -4.73376
C 2.08006 1.85326 -1.93857
C 3.22419 1.92401 -1.10749
C 3.42893 3.03176 -0.29219
C 2.48458 4.06038 -0.24982
C 1.31302 3.96027 -1.01577
C 1.09872 2.84742 -1.84348
H -1.64494 -0.56379 -3.56861
H 0.00664 1.27934 -4.26762
H -2.43898 -2.17257 -4.64606
H -3.43262 -3.92621 -6.06997
H -2.38273 -6.18312 -6.24603
H -0.22184 -6.61090 -5.07070
H 0.83566 -4.83127 -3.68462
H 0.29263 -0.79539 -0.30932
H -1.02495 -0.86226 1.82222
H -2.96742 -2.40516 2.02060
H -3.50929 -3.99107 0.16687
H -2.23979 -3.89035 -1.95497
H 2.30908 -0.73805 -5.75868
H 2.96253 0.24978 -7.95735
H 3.69851 2.62552 -8.10605
H 3.92083 3.96013 -6.00455
H 3.23400 3.00667 -3.82874
H 3.94119 1.09989 -1.12759
H 4.33805 3.08509 0.31776
H 2.67353 4.93988 0.36686
H 0.57040 4.75368 -0.95851
H 0.16665 2.77820 -2.41011
F 0.39341 -0.44514 7.14550
```

Values from the calculation:
lowest unoccupied orbital energy (alpha / beta) = 0.219 / 0.047 eV
relative energy (zero: lowest compared OMol25 entry of this formula, charge and spin) = 0.0 kcal/mol
2S+1 = 5
HOMO (alpha / beta) = -7.765 / -7.765 eV



Molecular formula: C5H8O
Method: DFT, ωB97M-V/def2-TZVPD

XYZ file:
```
14
C5H8O (ωB97M-V/def2-TZVPD)
O -0.24099 -2.06407 -1.48038
C -0.31682 -1.25597 -0.57583
C 1.02452 -0.74821 0.10522
C 0.97850 0.75375 -0.12829
C -0.32175 1.22448 0.35737
C -1.49367 -0.46541 -0.12092
H 0.98046 -0.98735 1.17739
H 1.86832 -1.26390 -0.36339
H 1.37482 1.56404 0.58029
H 1.23312 1.01762 -1.16341
H -0.55543 2.24688 0.02867
H -0.38389 1.09659 1.44324
H -1.77096 -0.52588 0.92477
H -2.37621 -0.59256 -0.78474
```

Values from the calculation:
lowest unoccupied orbital energy = 0.572 eV
relative energy (zero: lowest compared OMol25 entry of this formula, charge and spin) = 68.9 kcal/mol
HOMO = -8.994 eV